No. 1
Computed, not measured: a molecular structure, C9H32AgN16O11, with ωB97M-V with the def2-TZVPD basis set.

Geometry as XYZ:
```
69
C9H32AgN16O11 (ωB97M-V with the def2-TZVPD basis set)
Ag -2.244 1.456 -1.329
C -0.067 0.415 0.009
O -1.198 0.351 0.407
O 0.950 -0.174 0.468
O 0.075 1.116 -1.008
C 3.260 2.751 -1.980
O 4.272 3.289 -2.262
N 2.052 3.236 -2.114
N 3.175 1.527 -1.494
H 1.773 4.151 -2.437
H 1.354 2.616 -1.730
H 3.993 0.941 -1.575
H 2.272 1.176 -1.206
C 4.055 -0.141 2.236
O 5.186 -0.408 2.618
N 3.053 -0.911 2.392
N 3.751 1.000 1.568
H 3.187 -1.854 2.729
H 2.162 -0.603 2.030
H 4.532 1.619 1.405
H 2.820 1.053 1.181
C -4.347 1.661 1.410
O -3.875 1.807 0.273
N -3.862 0.796 2.216
N -5.250 2.480 1.996
H -4.150 0.680 3.177
H -2.994 0.389 1.899
H -5.684 3.226 1.471
H -5.583 2.248 2.920
C -0.994 1.250 -4.328
O -1.727 1.869 -3.628
N -1.163 1.249 -5.655
N 0.094 0.627 -3.881
H -2.038 1.674 -5.928
H -0.516 1.004 -6.390
H 0.606 -0.017 -4.468
H 0.328 0.831 -2.920
C -2.756 -1.757 -1.717
O -3.047 -0.565 -1.732
N -2.123 -2.392 -0.766
N -2.987 -2.527 -2.712
H -1.860 -3.348 -0.963
H -1.796 -1.898 0.052
H -3.340 -2.254 -3.618
H -2.796 -3.502 -2.527
C -0.634 -3.092 2.498
O -0.866 -3.977 3.322
N 0.348 -3.021 1.694
N -1.340 -2.012 2.311
H 0.544 -2.261 1.058
H 0.939 -3.840 1.685
H -2.123 -1.744 2.890
H -1.113 -1.324 1.608
C -0.243 1.490 4.255
O -0.188 2.004 5.368
N 0.769 1.390 3.488
N -1.284 0.969 3.722
H 1.723 1.557 3.776
H 0.647 1.076 2.536
H -2.145 1.098 4.233
H -1.155 0.531 2.821
C 2.806 -2.181 -1.740
O 3.702 -2.620 -2.420
N 2.692 -2.230 -0.423
N 1.864 -1.407 -2.172
H 3.471 -2.583 0.114
H 2.143 -1.448 -0.092
H 1.593 -1.603 -3.125
H 1.301 -0.909 -1.498
```

Values from the calculation:
DFT total energy	-60220.006	eV
2S+1	3
molar mass	648.3	g/mol
orbital gap (spin up / spin down)	2.99 / 6.73	eV
total charge	-1

***

No. 2
Computed, not measured: 6 unconnected molecules or ions with the total composition C9H32I2N10O6P3S, with ωB97M-V with the def2-TZVPD basis set.

Geometry as XYZ:
```
63
C9H32I2N10O6P3S (ωB97M-V with the def2-TZVPD basis set)
C 1.201 -1.679 -1.376
C 0.381 -0.433 -0.767
I 0.834 0.047 1.322
C -0.574 0.304 -1.513
I -0.857 -0.450 -3.569
P -1.545 1.797 -0.777
P -3.360 1.083 -1.899
S -4.950 1.860 -1.053
P -0.996 3.156 -2.444
C -0.649 4.820 -1.556
O 0.528 2.741 -3.127
H 2.065 -1.892 -0.665
H 0.539 -2.585 -1.553
H 1.690 -1.299 -2.338
H -2.399 2.837 -0.191
H -1.893 0.981 0.388
H -0.396 2.313 -0.060
H -3.300 1.599 -3.237
H -3.496 -0.353 -1.864
H -0.212 5.539 -2.314
H 0.187 4.596 -0.801
H -1.580 5.212 -1.038
H 1.201 2.599 -2.419
C -8.468 -0.218 -1.669
O -7.714 -1.004 -1.118
N -8.103 1.046 -1.998
N -9.748 -0.547 -2.004
H -8.714 1.700 -2.451
H -7.157 1.336 -1.768
H -10.057 -1.477 -1.777
H -10.386 0.080 -2.457
C 2.289 3.885 3.453
O 3.131 3.130 3.920
N 2.301 5.225 3.681
N 1.274 3.452 2.668
H 1.620 5.861 3.307
H 3.040 5.586 4.259
H 1.230 2.463 2.474
H 0.574 4.056 2.275
C 0.793 -4.379 1.321
O 1.416 -4.538 0.275
N 0.149 -3.225 1.621
N 0.697 -5.350 2.266
H -0.364 -3.077 2.470
H 0.197 -2.479 0.943
H 1.165 -6.227 2.078
H 0.194 -5.242 3.126
C 4.326 3.372 -0.035
O 3.503 2.820 -0.750
N 4.089 3.659 1.269
N 5.554 3.745 -0.488
H 4.751 4.111 1.871
H 3.190 3.397 1.640
H 5.767 3.548 -1.451
H 6.245 4.199 0.080
C 3.442 -7.795 1.035
O 2.477 -7.994 1.765
N 4.516 -8.629 0.998
N 3.520 -6.729 0.206
H 5.314 -8.485 0.410
H 4.493 -9.433 1.602
H 2.738 -6.088 0.208
H 4.299 -6.546 -0.399
```

Values from the calculation:
DFT total energy	-91944.248	eV
2S+1	1
molar mass	755.2	g/mol
energy relative to the best compared isomer or geometry (same formula, charge and spin)	0.0	kcal/mol
orbital gap	5.95	eV
total charge	-1

***

No. 3
Computed, not measured: 9 unconnected molecules or ions with the total composition C9H32N16O11, with ωB97M-V with the def2-TZVPD basis set.

Geometry as XYZ:
```
68
C9H32N16O11 (ωB97M-V with the def2-TZVPD basis set)
C 0.073 -0.805 0.232
O 0.483 -1.993 0.365
O -0.088 -0.279 -0.829
O -0.226 -0.300 1.342
C 1.173 0.241 5.395
O 0.849 -0.920 5.144
N 1.676 0.817 6.447
N 1.142 1.231 4.458
H 1.881 0.383 7.336
H 1.808 1.804 6.281
H 1.276 2.210 4.667
H 0.929 0.997 3.498
C -2.538 2.766 -0.361
O -2.568 3.867 -1.012
N -1.587 2.242 0.415
N -3.596 1.940 -0.233
H -0.720 2.751 0.508
H -1.423 1.264 0.603
H -4.363 2.080 -0.875
H -3.504 1.017 0.167
C -2.208 0.771 4.103
O -2.086 -0.427 4.265
N -1.623 1.436 3.074
N -2.952 1.667 4.757
H -1.934 2.383 2.912
H -1.147 0.943 2.332
H -3.629 1.374 5.447
H -2.953 2.630 4.452
C 0.226 1.048 -4.254
O 0.590 1.578 -5.257
N 0.361 -0.147 -3.783
N -0.293 1.775 -3.346
H 0.814 -0.813 -4.393
H 0.128 -0.388 -2.830
H -0.083 2.760 -3.433
H -0.210 1.360 -2.429
C 1.234 -5.191 -1.958
O 1.613 -6.292 -2.198
N 1.527 -4.616 -0.878
N 0.384 -4.469 -2.518
H 0.869 -3.871 -0.702
H 1.933 -5.242 -0.197
H 0.379 -3.513 -2.193
H 0.176 -4.663 -3.488
C -3.194 -0.459 -3.382
O -3.941 -0.541 -4.345
N -3.037 0.665 -2.809
N -2.609 -1.524 -2.866
H -2.234 0.908 -2.246
H -3.582 1.240 -3.435
H -1.896 -1.293 -2.189
H -3.131 -2.387 -2.813
C 2.269 2.304 0.421
O 3.176 3.082 0.523
N 1.999 1.697 -0.663
N 1.447 1.934 1.389
H 2.509 1.872 -1.517
H 1.195 1.086 -0.677
H 0.878 1.142 1.126
H 1.520 2.288 2.332
C 3.790 -1.697 -1.515
O 4.760 -1.990 -2.187
N 2.794 -0.952 -1.914
N 3.581 -2.233 -0.337
H 1.984 -1.060 -1.322
H 2.930 -0.639 -2.865
H 2.790 -1.928 0.210
H 4.213 -2.922 0.045
```

Values from the calculation:
DFT total energy	-56222.468	eV
2S+1	1
molar mass	540.5	g/mol
energy relative to the best compared isomer or geometry (same formula, charge and spin)	203.1	kcal/mol
orbital gap	6.52	eV
total charge	-2

***

No. 4
Computed, not measured: a molecular structure, C9H33AsB3F6NNaOSn2, with ωB97M-V with the def2-TZVPD basis set.

Geometry as XYZ:
```
57
C9H33AsB3F6NNaOSn2 (ωB97M-V with the def2-TZVPD basis set)
Na 1.014 1.459 -0.893
Sn -2.274 0.460 -3.206
Sn -3.120 0.712 1.467
B -1.101 2.708 1.817
H -2.179 3.219 1.894
H -1.128 1.673 2.447
H -0.986 2.513 0.680
H -0.270 3.375 2.292
B -1.068 -0.398 -0.435
H -0.756 0.060 -1.441
H -0.858 0.403 0.403
H -2.221 -0.696 -0.435
H -0.547 -1.413 -0.201
B -0.576 2.941 -2.344
H 0.326 2.464 -2.840
H -0.198 3.859 -1.721
H -1.459 3.251 -3.077
H -0.944 2.159 -1.612
As -5.153 -1.763 -0.424
F -5.665 -0.383 0.580
F -6.377 -1.434 -1.572
F -4.472 -3.096 -1.279
F -3.884 -1.945 0.803
F -6.219 -2.829 0.414
F -4.131 -0.564 -1.326
C 3.238 3.788 1.209
C 3.951 2.440 1.236
N 3.089 1.321 0.824
C 3.942 0.143 0.659
C 3.206 -1.158 0.387
C 1.964 1.131 1.815
C 2.382 0.977 3.270
H 2.747 4.110 2.125
H 2.463 3.766 0.437
H 3.940 4.548 0.866
H 4.870 2.464 0.650
H 4.338 2.265 2.249
H 4.607 0.268 -0.194
H 4.508 -0.009 1.587
H 2.501 -1.010 -0.437
H 3.953 -1.881 0.048
H 2.745 -1.716 1.202
H 1.392 0.224 1.565
H 1.098 1.784 1.709
H 2.616 1.956 3.688
H 3.224 0.318 3.492
H 1.584 0.516 3.856
C -2.287 -4.813 -2.965
C -1.537 -3.645 -2.389
O -1.850 -2.498 -2.646
C -0.439 -4.058 -1.437
H -3.213 -4.441 -3.399
H -2.618 -5.518 -2.199
H -1.633 -5.406 -3.605
H 0.279 -4.635 -2.022
H -0.861 -4.716 -0.676
H 0.045 -3.251 -0.895
```

Values from the calculation:
DFT total energy	-108648.151	eV
2S+1	1
molar mass	653.1	g/mol
energy relative to the best compared isomer or geometry (same formula, charge and spin)	49.2	kcal/mol
orbital gap	5.44	eV
total charge	+1